C48H77AsBiN9O3S4Si4 | ωB97M-V with the def2-TZVPD basis set

Output
**HOMO energy**: -6.98 eV
**Relative energy (zero: lowest compared OMol25 entry of this formula, charge and spin)**: 0.0000 eV
**Largest force on an atom**: 0.02108 Eh/bohr
**Lowest unoccupied orbital energy**: -0.031 Ha
**Orbital gap**: 6.14 eV

Positions of all 147 atoms, in Å:
Bi: -0.153 0.918 -0.119
N: 3.763 1.490 1.632
C: 2.512 1.004 1.896
S: 1.209 2.221 1.687
N: 2.396 -0.191 2.330
N: 1.203 -0.800 2.483
C: 1.170 -1.591 3.479
C: 0.038 -2.487 3.787
C: 0.201 -3.395 4.838
C: -0.817 -4.277 5.146
C: -1.985 -4.236 4.399
C: -2.063 -3.297 3.383
N: -1.093 -2.438 3.075
H: 3.759 2.372 1.147
H: 4.383 0.804 1.212
H: 2.040 -1.672 4.131
H: 1.131 -3.405 5.395
H: -0.699 -4.994 5.950
H: -2.806 -4.913 4.595
H: -2.966 -3.226 2.780
S: -7.568 -1.635 2.481
N: -6.352 -0.980 3.311
C: -5.350 -0.866 2.463
C: -4.046 -0.298 2.766
C: -3.713 0.119 4.054
C: -2.482 0.679 4.261
C: -1.637 0.854 3.165
N: -1.935 0.467 1.932
C: -3.117 -0.153 1.737
C: -3.404 -0.733 0.402
N: -2.420 -0.717 -0.504
C: -2.592 -1.347 -1.658
C: -3.789 -1.965 -2.015
C: -4.831 -1.931 -1.121
C: -4.637 -1.327 0.121
C: -5.654 -1.339 1.158
N: -6.880 -1.803 1.032
H: -4.432 -0.011 4.854
H: -2.161 1.003 5.242
H: -0.678 1.337 3.288
H: -1.742 -1.363 -2.332
H: -3.884 -2.446 -2.979
H: -5.794 -2.376 -1.343
C: -0.130 5.758 -2.156
Si: 0.420 4.007 -1.716
C: 1.946 4.331 -0.690
C: 1.074 3.260 -3.305
C: -1.062 2.987 -0.981
Si: -2.060 3.977 0.291
C: -3.594 3.055 0.895
C: -2.807 5.569 -0.380
C: -1.100 4.522 1.802
Si: -2.155 2.553 -2.449
C: -2.461 3.898 -3.720
C: -3.882 1.918 -2.079
C: -1.305 1.150 -3.404
C: -1.634 0.796 -4.711
C: -0.992 -0.277 -5.312
C: -0.037 -0.981 -4.595
C: 0.248 -0.585 -3.300
N: -0.370 0.455 -2.727
H: 0.574 6.141 -2.905
H: -0.065 6.415 -1.282
H: -1.135 5.840 -2.567
H: 2.473 5.151 -1.195
H: 2.598 3.450 -0.669
H: 1.744 4.635 0.339
H: 1.848 3.934 -3.692
H: 0.321 3.130 -4.088
H: 1.544 2.289 -3.111
H: -4.495 3.462 0.425
H: -3.698 3.174 1.981
H: -3.569 1.991 0.677
H: -3.302 5.443 -1.348
H: -2.073 6.368 -0.478
H: -3.567 5.899 0.339
H: -0.991 3.718 2.536
H: -1.649 5.344 2.275
H: -0.094 4.880 1.558
H: -2.947 4.770 -3.274
H: -3.132 3.514 -4.496
H: -1.541 4.239 -4.202
H: -4.549 2.739 -1.794
H: -3.909 1.178 -1.279
H: -4.284 1.450 -2.984
H: -2.377 1.370 -5.254
H: -1.234 -0.559 -6.329
H: 0.490 -1.822 -5.029
H: 0.976 -1.098 -2.686
C: 0.625 -5.116 -3.027
As: 0.814 -4.835 -1.126
C: -0.809 -5.602 -0.415
C: 2.178 -6.101 -0.627
S: 1.228 -2.891 -0.573
H: 0.450 -6.171 -3.240
H: 1.538 -4.781 -3.515
H: -0.210 -4.519 -3.386
H: -0.922 -6.631 -0.761
H: -1.651 -4.998 -0.749
H: -0.765 -5.573 0.671
H: 1.866 -7.117 -0.869
H: 2.359 -6.005 0.440
H: 3.090 -5.849 -1.163
C: 6.248 -2.144 1.499
C: 6.461 -0.819 0.783
C: 6.852 0.263 1.779
C: 7.553 -0.948 -0.279
O: 5.187 -0.450 0.220
Si: 4.730 0.102 -1.271
S: 2.700 0.504 -1.296
O: 5.277 -0.922 -2.449
C: 4.919 -2.185 -3.006
C: 5.990 -2.480 -4.045
C: 3.551 -2.128 -3.673
C: 4.916 -3.257 -1.921
O: 5.671 1.444 -1.475
C: 5.945 2.304 -2.588
C: 5.016 2.058 -3.777
C: 7.390 2.052 -3.001
C: 5.766 3.727 -2.082
H: 7.122 -2.401 2.107
H: 6.073 -2.945 0.777
H: 5.371 -2.070 2.147
H: 7.840 0.049 2.198
H: 6.132 0.319 2.601
H: 6.886 1.234 1.275
H: 8.492 -1.251 0.191
H: 7.700 0.007 -0.788
H: 7.278 -1.691 -1.030
H: 5.964 -1.722 -4.833
H: 5.830 -3.463 -4.497
H: 6.978 -2.459 -3.580
H: 3.463 -1.221 -4.276
H: 2.772 -2.116 -2.912
H: 3.417 -3.005 -4.318
H: 5.912 -3.361 -1.484
H: 4.623 -4.223 -2.348
H: 4.204 -2.992 -1.133
H: 5.155 1.046 -4.167
H: 5.239 2.778 -4.570
H: 3.973 2.168 -3.474
H: 7.511 0.999 -3.269
H: 8.067 2.281 -2.173
H: 7.663 2.671 -3.861
H: 4.723 3.886 -1.793
H: 6.033 4.451 -2.859
H: 6.399 3.897 -1.207

Mulliken atomic charge list, values in e, 6 entries: atom 1 (Bi): 3.12, atom 2 (N): -0.18, atom 3 (C): -0.16, atom 4 (S): -0.34, atom 5 (N): -1.01, atom 6 (N): 0.77